i | The following is a quantum chemistry calculation of C8H15N2 as an isolated structure, from OMol25.

Geometry as XYZ:
```
25
Properties=species:S:1:pos:R:3:mulliken_charge:R:1
C 1.2919 1.3311 0.0012 -0.489
C 1.0263 1.1787 -1.3150 0.001
C 0.2347 1.4731 0.8699 -0.356
C -0.2427 1.1193 -1.9132 -0.868
C -1.1450 0.9698 0.7296 -0.694
C -1.4457 0.8679 -1.2499 0.723
C -3.7695 0.0214 -1.0801 -0.789
C 2.4328 -2.3067 1.4551 -0.538
N -2.5353 0.3916 -1.7269 -0.184
N 3.4625 -1.6085 2.2637 -0.487
H 2.2875 1.7160 0.2661 0.420
H 1.7955 1.1102 -2.0759 0.386
H 0.5078 1.5303 1.9351 0.354
H -0.2943 1.0366 -2.9735 0.344
H -1.3128 0.0294 1.1594 0.462
H -1.8733 1.7348 0.9442 0.456
H -3.7680 0.5084 -0.1190 0.318
H -4.5978 0.3678 -1.8018 0.285
H -3.7975 -1.0018 -0.8982 0.342
H 2.5520 -3.3170 1.1131 0.303
H 1.4202 -2.3356 2.0591 0.166
H 2.2296 -1.7325 0.5791 0.126
H -2.4651 0.0688 -2.7117 0.280
H 4.0607 -2.2027 2.9121 0.221
H 3.9455 -0.9505 1.5777 0.216
```

HOMO-LUMO gap in Eh: 0.2292
HOMO level in eV: -11.41
Charge: +1

---

ii | The following is a quantum chemistry calculation of an isolated ion of composition C8H15N2 and charge +1, from OMol25.

Geometry as XYZ:
```
25
Properties=species:S:1:pos:R:3:mulliken_charge:R:1
C 1.0867 -2.6716 -0.0424 -1.544
C 1.3021 -1.1703 0.0277 0.825
C 2.1192 -0.7454 1.2987 -1.425
C -0.0489 -0.4740 0.1533 0.262
C -1.1159 -0.6912 1.0354 -0.831
C -1.9396 0.4185 1.0078 -0.228
N -1.5004 1.1890 0.0003 -0.012
C -2.0703 2.3801 -0.6124 -0.881
N -0.2894 0.6889 -0.5005 0.171
C 0.3048 1.3883 -1.6258 -0.772
H 1.1677 -3.3355 0.8635 0.362
H 1.7761 -3.1267 -0.7998 0.348
H 0.1027 -3.0412 -0.3402 0.422
H 1.7495 -0.6233 -0.8339 0.169
H 2.2254 0.2872 1.2557 0.433
H 2.9144 -1.4540 1.1823 0.434
H 1.4829 -1.0370 2.1433 0.332
H -1.1119 -1.4041 1.7957 0.502
H -2.6960 0.7621 1.5802 0.502
H -3.0325 2.5463 0.0483 0.282
H -1.4295 3.2830 -0.3562 0.337
H -2.1394 2.2175 -1.6190 0.404
H -0.5763 1.6739 -2.3135 0.222
H 0.7205 2.3390 -1.2138 0.319
H 0.9981 0.6006 -2.1348 0.366
```

Structure (SMILES): CC(C)c1ccn(C)[n+]1C
HOMO-LUMO gap in Eh: 0.3956
HOMO level in eV: -13.83
Charge: +1

---

Quick one: least stable of them? i

---

i | The following is a quantum chemistry calculation of a 32-piece molecular cluster, H64O32 overall, from OMol25.

Geometry as XYZ:
```
96
Properties=species:S:1:pos:R:3:mulliken_charge:R:1
O -4.8868 1.9670 0.8295 -0.719
H -4.1722 1.7164 0.1841 0.522
H -5.5788 2.3681 0.2449 0.301
O 3.5421 -1.9554 0.5200 -0.719
H 2.7880 -2.5756 0.5961 0.327
H 3.2810 -1.1771 1.0270 0.294
O 1.1710 0.1690 -2.7080 -0.747
H 0.4779 0.5315 -2.0811 0.506
H 2.0528 0.4141 -2.3886 0.295
O -0.1371 -3.0153 2.5127 -0.564
H -0.5963 -2.3278 2.0602 0.331
H -0.2310 -3.8519 2.0031 0.281
O 1.6409 -1.3574 -6.6881 -0.647
H 2.1826 -1.1857 -5.8980 0.300
H 0.7720 -1.0692 -6.3655 0.354
O -3.6005 -1.1686 -3.5863 -0.520
H -3.1864 -0.3722 -3.9192 0.167
H -3.7414 -1.7295 -4.3449 0.354
O 2.5083 1.0826 4.9011 -0.820
H 2.4187 1.1105 3.9481 0.311
H 1.8624 0.4256 5.2339 0.368
O 3.5615 0.2441 -1.5105 -0.694
H 3.2595 -0.4147 -0.8858 0.395
H 3.9872 0.8805 -0.8956 0.297
O -2.5005 2.0867 2.8297 -0.692
H -3.2249 2.2468 2.1618 0.338
H -2.4714 1.1129 2.7910 0.271
O -3.1779 -3.7450 2.7204 -0.697
H -2.8480 -4.4630 3.3060 0.281
H -2.8873 -2.9095 3.2041 0.389
O -3.6361 -2.5241 -5.8973 -0.653
H -4.1794 -3.0121 -6.5687 0.262
H -2.7306 -2.8165 -5.9577 0.311
O -2.4389 -3.1624 -2.3242 -0.737
H -2.6870 -2.3102 -2.7123 0.504
H -2.7441 -3.1363 -1.3776 0.377
O -5.1978 -0.9651 -1.4260 -0.583
H -4.7309 -1.1259 -2.2337 0.423
H -6.1255 -0.7242 -1.4721 0.233
O -2.9112 1.1659 -0.6950 -0.818
H -3.4299 0.7962 -1.4364 0.310
H -2.3308 0.3979 -0.3496 0.412
O 4.4532 4.3376 2.2864 -0.806
H 3.4943 4.6742 2.3320 0.458
H 4.4163 3.4643 2.7732 0.312
O 2.1848 3.6462 -0.6721 -0.489
H 2.0759 4.5704 -0.3606 0.205
H 3.0782 3.5922 -0.9751 0.227
O 0.3059 1.7787 -0.5123 -0.801
H -0.5729 1.9558 -0.8819 0.279
H 0.9255 2.4596 -0.9032 0.389
O 1.9920 5.1640 1.9164 -0.639
H 1.8464 5.9409 2.4398 0.322
H 1.1731 4.6516 2.0125 0.440
O -3.5502 -2.7179 0.0908 -0.583
H -3.6760 -3.1485 0.9233 0.289
H -4.3233 -2.2483 -0.2094 0.285
O 0.4960 -0.2080 2.7752 -0.145
H -0.3040 0.0337 2.3365 0.007
H 1.1302 0.1379 2.1683 0.243
O -0.2404 3.6662 1.7965 -0.641
H -0.9165 3.2582 2.3770 0.300
H -0.1852 3.1196 0.9591 0.265
O -1.1424 -4.0763 -5.1976 -0.606
H -1.3727 -4.1128 -4.2731 0.297
H -0.6655 -4.8987 -5.4180 0.269
O -0.4852 -0.9157 -4.7812 -0.623
H -0.7617 -1.8456 -4.6963 0.228
H 0.0649 -0.6044 -4.0591 0.448
O 4.8645 3.9280 -0.3409 -0.642
H 5.7923 3.8021 -0.5596 0.267
H 4.8664 4.1754 0.6176 0.412
O 2.6993 0.8238 1.5353 -0.208
H 3.5759 1.0719 1.9837 0.213
H 2.3432 1.6521 1.1891 0.117
O -0.1046 -2.1084 -1.5654 -0.805
H -0.8951 -2.4391 -2.0226 0.404
H 0.4971 -1.7193 -2.1512 0.284
O 4.8684 -0.1424 4.9348 -0.702
H 3.9809 0.2215 5.1055 0.455
H 4.8738 -0.9390 5.4630 0.278
O -2.2068 1.2885 -4.3473 -0.697
H -1.9232 2.1452 -4.0599 0.274
H -1.5028 0.7295 -4.6500 0.339
O 5.1632 1.4343 2.6094 -0.525
H 6.0311 1.4754 2.2485 0.253
H 5.2921 0.7793 3.3668 0.285
O 1.1835 -1.5436 5.1247 -0.678
H 1.4408 -2.4611 5.1766 0.326
H 1.0594 -1.3016 4.1792 0.371
O -1.5478 -1.1062 0.5675 -0.611
H -2.2190 -1.7181 0.4551 0.343
H -0.8864 -1.4658 -0.0749 0.448
O -2.1071 -1.2404 4.1271 -0.664
H -1.1971 -1.5829 4.4481 0.342
H -2.5056 -1.0551 5.0410 0.282
```

HOMO-LUMO gap in Eh: 0.3968
HOMO level in eV: -10.73

---

ii | The following is a quantum chemistry calculation of a 32-piece molecular cluster, H64O32 overall, from OMol25.

Geometry as XYZ:
```
96
Properties=species:S:1:pos:R:3:mulliken_charge:R:1
O 2.1377 3.8474 -1.9395 -0.693
H 2.7824 3.1798 -1.7742 0.322
H 2.4086 4.1046 -2.8551 0.283
O 1.4991 -3.1365 3.8409 -0.724
H 0.5263 -3.3425 3.9364 0.334
H 1.6507 -3.3472 2.9072 0.304
O -0.5224 2.9529 3.0321 -0.607
H -0.3688 3.6068 3.7038 0.262
H -0.7024 2.0849 3.4741 0.404
O -2.8114 2.4876 1.2433 -0.766
H -2.3730 2.0857 0.4221 0.374
H -2.0713 2.8345 1.7717 0.359
O -1.3870 -3.1510 4.1655 -0.716
H -1.7288 -2.4345 4.7515 0.309
H -1.6420 -2.9116 3.2492 0.383
O -3.0219 -2.8403 -2.5887 -0.695
H -2.1793 -2.5753 -3.0301 0.402
H -3.5947 -2.7521 -3.3550 0.314
O 3.1337 2.7859 1.2112 -0.767
H 2.7445 3.6702 0.9844 0.341
H 3.7893 2.9462 1.9166 0.321
O 1.5655 0.6002 2.5577 -0.143
H 1.8376 1.4665 2.1839 0.240
H 2.3468 0.0323 2.3072 0.073
O -3.8197 1.7206 -3.5981 -0.710
H -4.1970 1.4230 -4.4253 0.286
H -3.9438 1.0276 -2.9350 0.388
O -1.6777 0.8639 -0.7003 -0.431
H -1.1157 1.1040 -1.4348 0.156
H -2.4432 0.3356 -1.0264 0.329
O 1.9879 -1.5601 -3.8797 -0.719
H 2.7863 -1.9886 -3.5267 0.309
H 1.8798 -0.8005 -3.2707 0.417
O 3.7515 -1.6637 4.5266 -0.625
H 2.9858 -2.2309 4.4476 0.402
H 3.7526 -1.2487 5.4013 0.300
O 2.3645 0.3869 -1.8739 -0.575
H 1.9798 0.1128 -1.0423 0.286
H 3.1123 0.9927 -1.6588 0.304
O 3.8051 1.7407 3.9777 -0.634
H 3.0455 2.1204 4.4394 0.319
H 3.4873 0.8265 3.8804 0.264
O 1.9109 5.1542 0.5883 -0.722
H 1.6638 4.9972 -0.3284 0.318
H 1.0514 5.2005 0.9958 0.341
O -0.4176 2.5396 -2.4742 -0.517
H 0.3983 3.0148 -2.2694 0.273
H -1.0967 3.1240 -2.0452 0.334
O -2.2025 -1.6859 1.9288 -0.345
H -2.8935 -1.4616 1.2876 0.112
H -1.3634 -1.5823 1.3960 0.387
O 3.7622 -0.9708 1.5763 -0.549
H 4.2729 -1.1074 2.4190 0.241
H 3.7125 -1.9022 1.2024 0.281
O 0.5937 -3.2808 0.6534 -0.653
H -0.1217 -3.9181 0.5081 0.336
H 0.3317 -2.4061 0.4171 0.313
O -0.6581 -2.0818 -4.0419 -0.675
H 0.2652 -1.8799 -3.8500 0.328
H -0.8044 -1.6206 -4.8712 0.306
O -2.4392 -0.8540 -6.4884 -0.648
H -2.1109 -0.0766 -5.9979 0.457
H -2.5375 -0.5375 -7.4075 0.310
O -1.3526 -4.9120 0.9145 -0.661
H -2.1267 -4.3783 0.6967 0.294
H -1.4547 -5.1982 1.8240 0.315
O -2.0123 4.5172 -1.1982 -0.642
H -2.4407 5.0239 -1.9064 0.292
H -2.6873 4.0973 -0.6217 0.314
O -4.7266 0.8460 2.0899 -0.676
H -4.0859 1.5639 1.8789 0.387
H -4.4501 0.4551 2.9124 0.286
O -0.8096 0.3463 3.8558 -0.836
H 0.1144 0.2271 3.4742 0.396
H -1.3066 -0.3424 3.3651 0.293
O -5.1066 -1.6182 0.6472 -0.612
H -5.2671 -0.8179 1.1884 0.354
H -5.8221 -2.2619 0.6755 0.230
O 4.6802 -2.1817 -1.9366 -0.665
H 4.1599 -2.8183 -1.3793 0.366
H 4.2773 -1.3690 -1.6492 0.298
O 4.4000 2.1849 -1.1488 -0.721
H 5.3689 2.1022 -1.1765 0.280
H 4.0760 2.4017 -0.2690 0.457
O -3.8371 -0.4849 -1.5929 -0.812
H -3.4305 -1.3440 -1.8983 0.480
H -4.4307 -0.6759 -0.8450 0.260
O -1.4035 0.8568 -4.7341 -0.637
H -2.1010 1.2313 -4.1223 0.326
H -0.5582 1.2991 -4.5263 0.238
O 0.2323 -0.6871 0.3731 -0.652
H -0.4802 -0.0903 0.0007 0.479
H 0.6973 -0.2720 1.1228 0.313
O 3.2124 -3.6322 0.3980 -0.697
H 2.2534 -3.5144 0.4129 0.426
H 3.3399 -4.5758 0.5588 0.321
```

HOMO-LUMO gap in Eh: 0.3845
HOMO level in eV: -10.51

---

Quick one: least stable of them? i

---

i | The following is a quantum chemistry calculation of one molecule with the formula CH7N2O2P, from OMol25.

Geometry as XYZ:
```
13
Properties=species:S:1:pos:R:3:mulliken_charge:R:1
C -1.0717 0.5950 -1.5665 -0.796
N -0.3489 0.7181 -0.3276 -0.430
P 0.2502 -0.3867 0.6448 0.805
N 0.9238 0.3158 2.0274 -0.600
O -0.4627 -1.7394 1.1463 -0.534
O 1.5742 -1.2425 0.1456 -0.551
H -0.7245 1.3803 -2.1559 0.297
H -0.9633 -0.2798 -2.1251 0.335
H -2.1622 0.7070 -1.3999 0.249
H 0.2653 0.3891 2.7837 0.272
H 1.1001 1.3060 1.8254 0.304
H 0.1572 -2.3377 1.6209 0.353
H 2.1206 -0.8216 -0.4168 0.296
```

Structure (SMILES): CN=P(N)(O)O
HOMO-LUMO gap in Eh: 0.3477
HOMO level in eV: -8.84

---

ii | The following is a quantum chemistry calculation of a 2-piece molecular cluster, CH7N2O2P overall, from OMol25.

Geometry as XYZ:
```
13
Properties=species:S:1:pos:R:3:mulliken_charge:R:1
C -0.6133 1.2244 0.2719 -0.595
N -0.5926 -1.7190 -0.0172 -0.476
N 0.3045 0.2128 -0.3153 -0.253
O 2.3161 -1.3782 -0.3676 -0.437
O 2.5384 1.1581 -0.0614 -0.454
P 1.7638 -0.2105 0.5967 0.255
H -0.1830 1.6044 1.2230 0.252
H -0.4967 2.1188 -0.4563 0.215
H -1.5670 0.6937 0.2719 0.290
H -1.5042 -1.1510 0.1640 0.246
H -0.2502 -1.7559 0.9536 0.277
H 1.9251 -1.3838 -1.2798 0.371
H 2.4412 1.8164 0.5814 0.309
```

HOMO-LUMO gap in Eh: 0.3152
HOMO level in eV: -9.24

---

iii | The following is a quantum chemistry calculation of a 2-piece molecular cluster, CH7N2O2P overall, from OMol25.

Geometry as XYZ:
```
13
Properties=species:S:1:pos:R:3:mulliken_charge:R:1
C -1.1667 -0.9764 1.1957 -0.832
N 0.1023 0.9486 0.7820 -0.423
N 0.0980 -0.4358 0.8193 -0.412
O 0.2745 1.0762 -1.7645 -0.492
O 1.9327 -0.6854 -2.3901 -0.429
P 0.3466 -0.4708 -2.1280 0.303
H -1.2936 -0.9091 2.2901 0.316
H -2.0210 -0.4621 0.7307 0.302
H -1.1846 -2.0251 0.9128 0.318
H 0.9586 1.3249 1.1823 0.245
H -0.7273 1.3996 1.1772 0.277
H 0.1529 1.2293 -0.7565 0.508
H 2.5275 -0.0139 -2.0510 0.320
```

HOMO-LUMO gap (spin up / spin down) in Eh: 0.3242 / 0.2461
HOMO level (spin up / spin down) in eV: -8.21 / -6.58

---

Quick one: least stable of them? ii

---

i | The following is a quantum chemistry calculation of one molecule with the formula C4H7FOS, from OMol25.

Geometry as XYZ:
```
14
Properties=species:S:1:pos:R:3:mulliken_charge:R:1
C 2.3317 -0.5540 1.0783 -0.835
O 1.3855 0.3079 0.5253 -0.339
C 0.1097 -0.0619 0.8785 -0.246
C -0.6126 -0.9633 -0.0977 0.075
F -1.3353 -2.0478 0.3660 -0.318
C -1.0285 0.5041 -0.0031 -0.332
S -0.6507 1.5076 -1.4108 -0.247
H 2.4121 -0.4920 2.1339 0.329
H 2.1122 -1.5914 0.8943 0.363
H 3.3335 -0.2700 0.6631 0.243
H -0.0504 -0.1976 1.9317 0.423
H -0.0326 -1.2577 -0.9932 0.356
H -1.8932 0.7859 0.5661 0.370
H 0.6619 1.3177 -1.2569 0.160
```

Structure (SMILES): CO[C@@H]1[C@@H](F)[C@@H]1S
HOMO-LUMO gap in Eh: 0.3617
HOMO level in eV: -8.94

---

ii | The following is a quantum chemistry calculation of one molecule with the formula C4H7FOS, from OMol25.

Geometry as XYZ:
```
14
Properties=species:S:1:pos:R:3:mulliken_charge:R:1
C -0.1849 -0.3352 1.3905 -1.037
C -0.2403 -0.1830 0.0286 0.195
S -2.1481 0.0213 -0.2512 -0.222
C 0.8777 -0.5939 -0.8464 -0.011
O 1.8876 -1.2548 -0.0626 -0.499
C 0.5567 0.8574 -0.5603 -0.269
F 1.2996 1.5848 0.2320 -0.283
H -0.5224 -1.3263 1.7505 0.427
H -0.5517 0.5345 2.2207 0.246
H 0.9503 -0.2766 1.7976 0.238
H -2.0816 -1.4836 0.0027 0.157
H 0.8446 -1.1607 -1.9330 0.263
H 2.7260 -0.6116 -0.0746 0.342
H 0.1518 1.2874 -1.4069 0.453
```

Structure (SMILES): C[C@]1(S)[C@H](O)[C@@H]1F
HOMO-LUMO gap in Eh: 0.3491
HOMO level in eV: -9.06

---

Quick one: least stable of them? ii

---

i | The following is a quantum chemistry calculation of a 2-piece molecular cluster, C3H8N2 overall, from OMol25.

Geometry as XYZ:
```
13
Properties=species:S:1:pos:R:3:mulliken_charge:R:1
C -0.1797 1.8691 -1.4560 -0.270
N -1.4131 1.6325 -1.2866 -0.414
C -1.8016 0.9800 -0.0148 -0.647
H -0.0024 2.6276 -2.2145 0.258
H 0.6075 1.3579 -0.8986 0.276
H -2.8793 0.9522 -0.0883 0.284
H -1.4171 -0.0459 0.0981 0.200
H -1.2906 1.4693 0.8108 0.312
C 1.1896 -2.4550 1.4665 -0.246
N 2.1093 -1.7703 0.9452 -0.444
H 0.2157 -2.5839 1.0003 0.240
H 1.3760 -3.0560 2.3632 0.211
H 3.0095 -2.0070 1.3587 0.242
```

Structure (SMILES): C=NC.C=N
HOMO-LUMO gap in Eh: 0.3824
HOMO level in eV: -9.39

---

ii | The following is a quantum chemistry calculation of one molecule with the formula C3H8N2, from OMol25.

Geometry as XYZ:
```
13
Properties=species:S:1:pos:R:3:mulliken_charge:R:1
N 1.1815 0.4793 -1.4830 -0.517
C -0.2408 0.7006 -0.9211 -0.803
C -0.2025 0.3119 0.5852 0.259
C 0.1917 -1.1096 0.8449 -0.415
N -1.2070 -0.5855 1.1720 -0.597
H 1.2323 0.7445 -2.4250 0.211
H 1.9469 1.0223 -0.9376 0.214
H -0.6649 1.7603 -1.0312 0.263
H -0.8988 -0.0034 -1.4254 0.355
H 0.1897 1.2489 1.1447 0.299
H 0.2089 -1.7482 -0.0526 0.208
H 0.8682 -1.3878 1.6746 0.257
H -1.1939 -0.3107 2.1756 0.263
```

Structure (SMILES): NC[C@@H]1CN1
HOMO-LUMO gap in Eh: 0.3848
HOMO level in eV: -9.35

---

Quick one: least stable of them? i

---

i | The following is a quantum chemistry calculation of a 2-piece molecular cluster, C3H8N2 overall, from OMol25.

Geometry as XYZ:
```
13
Properties=species:S:1:pos:R:3:mulliken_charge:R:1
C -0.4310 -0.8113 -1.8172 -0.274
N -1.2317 0.0990 -1.3077 -0.375
C -2.2981 -0.3425 -0.3491 -0.651
H 0.6993 -0.7284 -1.7391 0.237
H -0.8396 -1.8785 -1.9505 0.249
H -2.3219 -1.4077 -0.3453 0.297
H -3.1458 0.0358 -0.8248 0.311
H -1.9187 -0.0921 0.7486 0.211
C 2.6328 1.1152 1.7751 -0.209
N 1.6697 0.3519 1.3526 -0.479
H 3.6414 0.5635 1.7406 0.197
H 2.6343 2.1675 1.7383 0.257
H 0.9093 0.9276 0.9784 0.228
```

Structure (SMILES): C=NC.C=N
HOMO-LUMO gap in Eh: 0.3555
HOMO level in eV: -8.95

---

ii | The following is a quantum chemistry calculation of a 2-piece molecular cluster, C3H8N2 overall, from OMol25.

Geometry as XYZ:
```
13
Properties=species:S:1:pos:R:3:mulliken_charge:R:1
H -3.7761 0.5967 0.5921 0.216
N -3.4869 0.0638 -0.2039 -0.356
N -2.2677 -0.2222 0.1424 -0.045
H -2.2625 0.2826 1.0151 0.176
C 2.4584 -0.4164 0.4823 -0.407
C 1.9666 0.8709 -0.0979 -0.439
C 1.3610 -0.4351 -0.5444 -0.394
H 2.1762 -0.5794 1.5310 0.210
H 3.4590 -0.7479 0.2490 0.231
H 1.3818 1.5597 0.5212 0.201
H 2.5988 1.3743 -0.8070 0.210
H 1.5819 -0.7895 -1.5481 0.230
H 0.4068 -0.7045 -0.1635 0.167
```

Structure (SMILES): [H]/N=N\[H].C1CC1
HOMO-LUMO gap in Eh: 0.3958
HOMO level in eV: -10.50

---

Quick one: least stable of them? i